Computed, not measured: one molecule with the formula C2H5NO3S in a non-equilibrium geometry, with ωB97M-V/def2-TZVPD.

The spin multiplicity is 1. The calculation puts the HOMO energy (alpha / beta) at -9.4 / -9.4 eV. Its LUMO energy (alpha / beta) is 0.229 / 0.229 eV. The frontier orbital gap (alpha / beta) comes out at 9.64 / 9.64 eV.

XYZ file:
```
12
C2H5NO3S (ωB97M-V/def2-TZVPD)
S 1.8314 -0.4160 -0.1198
O 1.3068 -0.5956 -1.6719
O 2.5386 0.8446 0.0540
O -1.9458 -1.1850 0.9341
N -0.5874 -1.3368 0.7599
C 0.0839 -0.0768 0.4185
C -0.4899 1.3241 0.1885
H 0.3588 1.9755 -0.0717
H -2.3642 -2.0076 1.0549
H -1.3963 1.1651 -0.5141
H -0.9706 1.7104 1.1354
H 1.6347 -1.4020 -2.1678
```

***

Computed, not measured: one molecule with the formula C2H5NO3S in a non-equilibrium geometry, with ωB97M-V/def2-TZVPD.

The spin multiplicity is 1. The calculation puts the HOMO energy at -9.9 eV. Its LUMO energy is -0.436 eV. The frontier orbital gap comes out at 9.50 eV.

XYZ file:
```
12
C2H5NO3S (ωB97M-V/def2-TZVPD)
S -0.1826 0.6614 -1.4444
O -1.2041 -0.8591 -1.0562
O -3.0175 -1.5414 -0.5246
O -2.3890 0.3393 0.3276
N -2.2855 -0.6397 -0.3810
C 1.2515 0.2874 -0.4859
C 1.0096 0.3190 1.0493
H 1.9842 -0.0254 1.5330
H 0.4281 -0.5278 1.2606
H 1.8612 -0.5845 -0.8092
H 1.8500 1.2456 -0.8355
H 0.6940 1.3251 1.3662
```

***

Computed, not measured: one molecule with the formula C2H5NO3S in a non-equilibrium geometry, with ωB97M-V/def2-TZVPD.

The spin multiplicity is 1. The calculation puts the HOMO energy at -9.7 eV. Its LUMO energy is 0.516 eV. The frontier orbital gap comes out at 10.17 eV. The SMILES is NC(O)(O)C(=O)S.

XYZ file:
```
12
C2H5NO3S (ωB97M-V/def2-TZVPD)
S -2.5035 0.5059 0.1115
O 0.3409 0.6379 1.4412
O 1.1458 -1.2661 0.3900
O -1.4217 -1.8620 0.0601
N 0.5670 0.5925 -0.9134
C 0.3113 -0.1865 0.2783
C -1.1898 -0.6863 0.1157
H 0.5054 1.6013 -0.7703
H 0.7817 -1.9652 0.9524
H 0.9641 0.2643 2.1445
H -3.4754 -0.4559 0.4902
H 1.4464 0.2257 -1.1387
```

***

Computed, not measured: a 3-piece molecular cluster, C2H5NO3S overall in a non-equilibrium geometry, with ωB97M-V/def2-TZVPD.

The spin multiplicity is 1. The calculation puts the HOMO energy (alpha / beta) at -8.1 / -9.3 eV. Its LUMO energy (alpha / beta) is -0.816 / -0.578 eV. The frontier orbital gap (alpha / beta) comes out at 7.25 / 8.70 eV.

XYZ file:
```
12
C2H5NO3S (ωB97M-V/def2-TZVPD)
S -0.5199 1.0068 0.8465
O -1.8713 2.0381 -1.0849
O -0.6642 -0.4894 0.3998
O -1.0748 1.1123 2.1521
N 1.6536 1.0404 2.0041
C 2.0086 1.6974 2.9078
C -0.3140 -1.0365 -0.8996
H 2.6747 2.3569 3.4585
H -0.9509 -0.4260 -1.7756
H -2.8035 2.3457 -0.7642
H 0.7730 -0.9915 -1.1447
H -0.5468 -2.2061 -0.9264
```

***

Computed, not measured: a 2-piece molecular cluster, C2H5NO3S overall in a non-equilibrium geometry, with ωB97M-V/def2-TZVPD.

The spin multiplicity is 1. The calculation puts the HOMO energy at -10.1 eV. Its LUMO energy is 0.799 eV. The frontier orbital gap comes out at 10.91 eV.

XYZ file:
```
12
C2H5NO3S (ωB97M-V/def2-TZVPD)
S -0.1130 -1.3485 0.3245
O -1.3289 -2.1193 0.6373
O 0.4074 -0.5617 1.7956
O -0.4269 -0.0475 -0.6572
N 2.5638 -0.1645 -0.6928
C 3.1969 0.7746 -0.5597
C -1.7505 0.5646 -0.7249
H 3.8603 1.5732 -0.5349
H -2.3193 -0.0027 -1.4809
H -0.2361 -0.5953 2.5009
H -2.2314 0.2552 0.2523
H -1.6223 1.6720 -0.8602
```

***

Computed, not measured: a 2-piece molecular cluster, C2H5NO4 overall in a non-equilibrium geometry, with ωB97M-V/def2-TZVPD.

The spin multiplicity is 2. The calculation puts the HOMO energy (alpha / beta) at -15.7 / -15.6 eV. Its LUMO energy (alpha / beta) is -6.752 / -10.712 eV. The frontier orbital gap (alpha / beta) comes out at 8.91 / 4.85 eV. Its total charge is +1. The expectation value of S² is 0.757.

XYZ file:
```
12
C2H5NO4 (ωB97M-V/def2-TZVPD)
O 1.7903 -1.1665 -0.0729
O -0.9425 1.6788 -1.4317
O -0.6340 -0.7208 2.3827
O 0.5720 1.6127 0.2416
N -0.1781 -0.2637 -0.7473
C 0.7269 -1.2696 -0.6836
C -0.1661 1.0810 -0.7954
H -0.5166 0.1754 2.1560
H 0.5196 2.5729 0.1113
H -0.8720 -1.0700 1.5564
H 0.5496 -2.0809 -1.3588
H -0.8492 -0.5494 -1.3583
```

***

Computed, not measured: a 2-piece molecular cluster, C2H5NOS overall in a non-equilibrium geometry, with ωB97M-V/def2-TZVPD.

The spin multiplicity is 1. The calculation puts the HOMO energy at -8.8 eV. Its LUMO energy is 0.525 eV. The frontier orbital gap comes out at 9.33 eV.

XYZ file:
```
10
C2H5NOS (ωB97M-V/def2-TZVPD)
S -2.1003 0.7513 0.1596
O 1.2977 0.9363 0.7834
N -1.2152 -0.5128 0.4005
C 1.6704 0.1149 0.0854
C 1.8727 -0.7145 -0.8221
H 2.5043 -0.6124 -1.6607
H -1.5228 1.8552 0.7793
H -3.0084 0.7289 1.3189
H 1.2891 -1.6241 -0.7140
H -0.7876 -0.9229 -0.3303
```

***

Computed, not measured: a 2-piece molecular cluster, C2H5NOS overall in a non-equilibrium geometry, with ωB97M-V/def2-TZVPD.

The spin multiplicity is 1. The calculation puts the HOMO energy at -8.9 eV. Its LUMO energy is 0.596 eV. The frontier orbital gap comes out at 9.50 eV.

XYZ file:
```
10
C2H5NOS (ωB97M-V/def2-TZVPD)
S -0.5669 0.7530 -0.7226
O -1.9271 0.4272 -1.0710
N 1.4725 -0.9332 -0.3191
C 0.4150 -0.8619 -0.8601
C -0.4117 0.9536 1.1030
H 2.2804 -1.5666 -0.4838
H -1.0240 1.8567 1.2904
H -0.0661 -1.8534 -1.9451
H -0.8000 0.1040 1.6371
H 0.6281 1.1207 1.3712
```

***

Computed, not measured: one molecule with the formula C2H5NOS in a non-equilibrium geometry, with ωB97M-V/def2-TZVPD.

The spin multiplicity is 1. The calculation puts the HOMO energy at -9.7 eV. Its LUMO energy is 0.293 eV. The frontier orbital gap comes out at 10.01 eV. The SMILES is CC(=O)NS.

XYZ file:
```
10
C2H5NOS (ωB97M-V/def2-TZVPD)
S -2.7678 0.2715 -0.1477
O 0.4139 1.7422 -0.1430
N -1.0225 -0.0912 -0.4354
C 1.2831 -0.4937 -0.0165
C 0.1233 0.5034 -0.1776
H 1.3620 -1.0470 0.9656
H 1.4641 -0.9435 -1.1289
H -0.5468 -0.9660 0.1708
H 2.1874 0.3148 -0.1864
H -2.4965 0.7095 1.0990
```

***

Computed, not measured: one molecule with the formula C2H5NOS in a non-equilibrium geometry, with ωB97M-V/def2-TZVPD.

The spin multiplicity is 1. The calculation puts the HOMO energy at -8.6 eV. Its LUMO energy is 1.002 eV. The frontier orbital gap comes out at 9.56 eV. The SMILES is CO/C=N/S.

XYZ file:
```
10
C2H5NOS (ωB97M-V/def2-TZVPD)
S 2.6657 0.1905 -0.0190
O -1.1021 0.8781 -0.0838
N 0.9873 -0.0440 -0.1179
C -1.5347 -0.5012 -0.0044
C 0.2330 0.9909 -0.0277
H 2.9968 -1.0722 -0.0390
H -1.2151 -0.9191 0.9508
H 0.5615 1.9909 0.1778
H -0.9946 -1.0271 -0.7900
H -2.5979 -0.4869 -0.0467
```

***

Computed, not measured: a 2-piece molecular cluster, C2H5NOS overall in a non-equilibrium geometry, with ωB97M-V/def2-TZVPD.

The spin multiplicity is 1. The calculation puts the HOMO energy at -9.0 eV. Its LUMO energy is 0.688 eV. The frontier orbital gap comes out at 9.71 eV. The SMILES is C=C=O.NS.

XYZ file:
```
10
C2H5NOS (ωB97M-V/def2-TZVPD)
S -1.2051 -0.8935 -1.0338
O 2.0907 0.6532 0.4472
N -0.3395 0.4186 -1.7601
C 0.3046 -0.3119 1.8062
C 1.2534 0.1375 1.0701
H 0.5316 0.7151 -1.4262
H -2.2103 -0.0516 -0.4045
H 0.5724 -0.7140 2.7968
H -0.4282 0.2425 -2.7876
H -0.5695 -0.1960 1.2919
```

***

Computed, not measured: one molecule with the formula C2H5NOS in a non-equilibrium geometry, with ωB97M-V/def2-TZVPD.

The spin multiplicity is 3. The calculation puts the HOMO energy (alpha / beta) at -6.3 / -10.4 eV. Its LUMO energy (alpha / beta) is 0.649 / -3.333 eV. The frontier orbital gap (alpha / beta) comes out at 6.95 / 7.07 eV. The expectation value of S² is 2.010.

XYZ file:
```
10
C2H5NOS (ωB97M-V/def2-TZVPD)
S -1.2426 -0.1636 0.0655
O -2.0712 0.4162 1.0823
N -1.6999 -0.6509 -1.2782
C 0.0865 0.8729 -0.1714
C 1.2037 0.2088 -0.3496
H -0.1797 1.9402 -0.2086
H -1.7915 0.0785 -2.0009
H -0.6892 -1.2535 0.7568
H 2.0300 0.7313 -0.6348
H 1.2757 -0.8462 -0.1599
```

***

Computed, not measured: one molecule with the formula C2H5NOS2 in a non-equilibrium geometry, with ωB97M-V/def2-TZVPD.

The spin multiplicity is 1. The calculation puts the HOMO energy at -8.7 eV. Its LUMO energy is 0.294 eV. The frontier orbital gap comes out at 8.95 eV. The SMILES is ONC(=S)CS.

XYZ file:
```
11
C2H5NOS2 (ωB97M-V/def2-TZVPD)
S -1.9355 -1.4464 -0.2686
S 2.1005 -0.8043 -0.4452
O -0.1326 1.9318 -0.2580
N -1.0163 0.9154 -0.4029
C 0.6232 -0.5701 0.6305
C -0.7373 -0.3253 -0.0567
H -1.5514 0.9665 -1.2413
H 0.8840 0.2743 1.3267
H -0.5335 2.5413 0.3980
H 0.5441 -1.4501 1.3065
H 1.7545 -2.0329 -0.9889
```

***

Computed, not measured: a 2-piece molecular cluster, C2H5NOSi overall in a non-equilibrium geometry, with ωB97M-V/def2-TZVPD.

The spin multiplicity is 1. The calculation puts the HOMO energy at -10.0 eV. Its LUMO energy is -1.819 eV. The frontier orbital gap comes out at 8.18 eV.

XYZ file:
```
10
C2H5NOSi (ωB97M-V/def2-TZVPD)
Si -0.4469 -1.4891 0.7319
O -0.7231 0.0054 0.2784
N -0.1759 -4.1833 -2.4968
C -0.0655 -3.4625 -1.6055
C 0.0901 0.7985 -0.5834
H 0.9491 -1.6421 1.0037
H 0.0332 1.7807 -0.3778
H -1.6686 -1.5794 1.6716
H 1.1062 0.6378 -0.5357
H -0.0863 0.7374 -1.6326
```

***

Computed, not measured: one molecule with the formula C2H5NS in a non-equilibrium geometry, with ωB97M-V/def2-TZVPD.

The spin multiplicity is 1. The calculation puts the HOMO energy at -9.1 eV. Its LUMO energy is 0.993 eV. The frontier orbital gap comes out at 10.06 eV. The SMILES is [H]/N=C/SC.

XYZ file:
```
9
C2H5NS (ωB97M-V/def2-TZVPD)
S -0.2732 0.0194 -1.2099
N -0.1392 -2.3414 -0.0420
C 0.2763 1.5590 -0.4149
C -0.3102 -1.1600 0.1810
H 1.1458 1.2817 0.2245
H -0.4826 2.1219 0.2451
H 0.7353 2.3473 -1.0568
H -0.5419 -0.7559 1.3940
H -0.4104 -3.0719 0.6789
```

***

Computed, not measured: one molecule with the formula C2H5NS in a non-equilibrium geometry, with ωB97M-V/def2-TZVPD.

The spin multiplicity is 1. The calculation puts the HOMO energy at -8.1 eV. Its LUMO energy is 0.776 eV. The frontier orbital gap comes out at 8.84 eV. The SMILES is C[C@@H]1NS1.

XYZ file:
```
9
C2H5NS (ωB97M-V/def2-TZVPD)
S -1.9724 0.4533 -0.2091
N -1.1871 -1.0541 0.0344
C 0.9522 0.4657 -0.1302
C -0.2966 0.1163 0.5890
H 1.5142 -0.4831 -0.3775
H 1.6781 1.1749 0.3517
H 0.7232 0.6178 -1.1773
H -0.8532 -1.6469 -0.7466
H -0.5584 0.3562 1.6655
```

***

Computed, not measured: one molecule with the formula C2H5NS in a non-equilibrium geometry, with ωB97M-V/def2-TZVPD.

The spin multiplicity is 1. The calculation puts the HOMO energy at -8.3 eV. Its LUMO energy is 0.635 eV. The frontier orbital gap comes out at 8.98 eV. The SMILES is CC(N)=S.

XYZ file:
```
9
C2H5NS (ωB97M-V/def2-TZVPD)
S -0.0976 -1.4839 -1.6945
N -0.3031 0.9897 -0.8435
C 0.1531 -0.5450 0.8785
C -0.0492 -0.3000 -0.5318
H 0.8641 0.1131 1.4825
H -0.6929 -0.4836 1.5083
H -0.0686 1.8280 -0.1875
H 0.5474 -1.4736 1.1318
H -0.3532 1.3552 -1.7438
```

***

Computed, not measured: C2H5NS3 as an isolated structure in a non-equilibrium geometry, with ωB97M-V/def2-TZVPD.

The spin multiplicity is 1. The calculation puts the HOMO energy at -8.1 eV. Its LUMO energy is 0.039 eV. The frontier orbital gap comes out at 8.11 eV.

XYZ file:
```
11
C2H5NS3 (ωB97M-V/def2-TZVPD)
S 1.8801 -0.5622 -0.0708
S -3.8215 -0.0469 0.1618
S -0.8252 -0.0875 -0.1859
N 4.3650 0.2856 0.3213
C -2.3763 0.6629 0.0070
C 3.1350 0.4871 -0.1664
H -2.2732 1.7519 0.0146
H 5.0939 0.9729 0.2272
H 4.5741 -0.5806 0.7976
H -1.2679 -1.3545 -0.1575
H 3.0296 1.4572 -0.6566
```

***

Computed, not measured: C2H5NSi as an isolated structure in a non-equilibrium geometry, with ωB97M-V/def2-TZVPD.

The spin multiplicity is 1. The calculation puts the HOMO energy at -9.9 eV. Its LUMO energy is 0.684 eV. The frontier orbital gap comes out at 10.63 eV.

XYZ file:
```
9
C2H5NSi (ωB97M-V/def2-TZVPD)
Si 0.7367 0.2684 0.2609
N -0.3819 1.5846 0.2094
C -0.1308 -1.8843 -0.3595
C -0.4365 -2.9544 -0.7041
H -0.9792 1.6514 -0.6762
H -0.5841 -4.0506 -0.8171
H 1.5207 0.0501 1.4820
H 1.7385 0.5077 -0.6322
H -1.0019 1.5279 0.9356
```

***

Computed, not measured: a 2-piece molecular cluster, C2H5O overall, with ωB97M-V/def2-TZVPD.

The spin multiplicity is 1. The calculation puts the HOMO energy at -2.0 eV. Its LUMO energy is 5.177 eV. The frontier orbital gap comes out at 7.13 eV. Its total charge is -1.

XYZ file:
```
8
C2H5O (ωB97M-V/def2-TZVPD)
O 0.3290 0.1194 0.5084
C -0.7911 -0.3183 0.1291
C -1.9800 -0.4854 0.8018
H 4.4084 1.3762 -1.2012
H 3.9202 0.8238 -1.3155
H -0.8645 -0.6749 -0.9357
H -2.8575 -0.7623 0.2194
H -2.1645 -0.0784 1.7938
```